A 2-piece molecular cluster, C4H13NSi2 overall, computed with ωB97M-V with the def2-TZVPD basis set.

Summary:
E_tot ... -21600.6117 eV
Strongest force on any atom ... 0.0652 hartree/bohr
Spin multiplicity ... 1
Orbital gap ... 8.10 eV
Relative energy (zero: lowest compared OMol25 entry of this formula, charge and spin) ... 3.809 eV
HOMO ... -7.738 eV

Last column: natural (NBO) charge in e.
Element x y z (Å)
1 C -2.412 0.714 -0.321  -0.42
2 C -2.317 -0.032 1.010  -0.21
3 C -1.068 0.966 -1.007  -0.86
4 C 2.618 1.476 0.452  -1.06
5 N -0.934 -0.497 1.054  -1.08
6 Si -0.023 -0.485 -0.400  1.26
7 Si 2.161 -0.365 0.177  0.59
8 H -3.112 0.193 -0.950  0.22
9 H -2.771 1.724 -0.172  0.22
10 H -2.581 0.440 1.974  0.20
11 H -2.934 -0.935 0.939  0.18
12 H -1.319 1.340 -2.036  0.27
13 H -0.403 1.633 -0.515  0.22
14 H 1.798 2.091 -0.030  0.22
15 H 2.505 1.683 1.544  0.23
16 H 3.564 1.862 0.232  0.24
17 H -0.782 -1.110 1.892  0.41
18 H 0.236 -2.481 -2.010  -0.36
19 H 2.799 -0.959 1.367  -0.12
20 H 2.856 -0.797 -1.173  -0.12


One molecule with the formula C8H18Si, computed with ωB97M-V with the def2-TZVPD basis set.

Summary:
E_tot ... -16463.3113 eV
Strongest force on any atom ... 0.1102 hartree/bohr
SMILES ... C=CC(C)(C)[Si](C)(C)C
Spin multiplicity ... 1
Orbital gap ... 10.14 eV
Relative energy (zero: lowest compared OMol25 entry of this formula, charge and spin) ... 1.586 eV
HOMO ... -9.323 eV

Last column: natural (NBO) charge in e.
Element x y z (Å)
1 C -2.929 1.343 -0.041  -0.44
2 C -1.978 0.619 0.518  -0.15
3 C -1.218 -1.128 -1.298  -0.61
4 C -0.778 -1.552 1.145  -0.63
5 C 1.425 0.877 1.811  -1.13
6 C 2.305 -0.895 -0.769  -1.07
7 C 0.939 1.707 -1.193  -1.06
8 C -0.771 -0.535 0.023  -0.44
9 Si 0.992 0.237 0.072  1.63
10 H -3.561 1.959 0.542  0.21
11 H -3.117 1.268 -1.075  0.19
12 H -1.734 0.781 1.633  0.18
13 H -1.298 -0.378 -1.970  0.21
14 H -2.099 -1.542 -1.063  0.20
15 H -0.574 -1.772 -1.746  0.21
16 H -0.338 -1.285 2.128  0.22
17 H -1.818 -2.037 1.205  0.21
18 H -0.174 -2.317 0.876  0.21
19 H 0.471 1.588 2.124  0.25
20 H 1.725 0.156 2.571  0.24
21 H 2.330 1.486 1.779  0.24
22 H 3.230 -0.486 -0.575  0.23
23 H 2.455 -1.884 -0.201  0.23
24 H 2.061 -0.957 -1.747  0.23
25 H 1.755 2.292 -1.086  0.22
26 H 0.966 1.208 -2.239  0.22
27 H 0.083 2.237 -1.121  0.23


A 2-piece molecular cluster, C22H27F2OSi overall, computed with ωB97M-V with the def2-TZVPD basis set.

Summary:
E_tot ... -38605.9001 eV
Strongest force on any atom ... 0.0494 hartree/bohr
Total charge ... +1
Spin multiplicity ... 1
Orbital gap ... 5.00 eV
Relative energy (zero: lowest compared OMol25 entry of this formula, charge and spin) ... 0.871 eV
HOMO ... -10.628 eV

Last column: natural (NBO) charge in e.
Element x y z (Å)
1 C 3.823 -2.983 -1.546  -1.14
2 Si 2.321 -2.889 -2.646  1.87
3 C 2.571 -1.893 -4.203  -1.15
4 C 1.672 -4.575 -3.122  -1.15
5 O 1.163 -2.118 -1.677  -0.84
6 C 0.037 -1.499 -2.020  0.23
7 C -1.084 -1.573 -1.223  -0.37
8 C -2.351 -1.311 -1.817  -0.20
9 C -3.508 -1.574 -1.155  -0.44
10 H 4.657 -3.484 -2.059  0.25
11 H 4.160 -1.980 -1.256  0.24
12 H 3.605 -3.548 -0.630  0.25
13 H 3.294 -2.398 -4.861  0.26
14 H 1.628 -1.785 -4.757  0.24
15 H 2.959 -0.891 -3.974  0.24
16 H 2.434 -5.085 -3.728  0.25
17 H 1.457 -5.197 -2.245  0.25
18 H 0.757 -4.498 -3.725  0.25
19 H 0.032 -0.998 -2.995  0.18
20 H -1.013 -2.023 -0.224  0.20
21 H -2.334 -0.913 -2.843  0.22
22 H -4.479 -1.494 -1.643  0.22
23 H -3.456 -1.958 -0.131  0.19
24 C 4.265 0.855 3.513  -0.65
25 C 2.908 0.736 2.925  0.02
26 C 1.949 1.724 3.151  0.44
27 F 2.308 2.801 3.925  -0.32
28 C 0.671 1.682 2.636  -0.24
29 C 0.302 0.637 1.728  -0.08
30 C -0.971 0.567 1.100  0.12
31 C -1.922 1.618 0.984  -0.17
32 C -1.599 3.007 1.119  -0.21
33 C -2.613 3.939 1.190  0.44
34 F -2.295 5.240 1.492  -0.32
35 C -3.964 3.624 1.027  0.04
36 C -5.010 4.673 1.116  -0.65
37 C -4.281 2.280 0.782  -0.22
38 C -3.299 1.311 0.751  -0.08
39 C 1.274 -0.392 1.525  -0.13
40 C 2.523 -0.348 2.119  -0.21
41 H 4.792 -0.097 3.413  0.23
42 H 4.870 1.621 3.012  0.26
43 H 4.213 1.118 4.575  0.25
44 H -0.047 2.449 2.907  0.24
45 H -1.323 -0.425 0.825  0.24
46 H -0.561 3.315 1.205  0.25
47 H -5.971 4.241 0.827  0.23
48 H -5.106 5.061 2.138  0.26
49 H -4.808 5.521 0.453  0.26
50 H -5.333 2.017 0.639  0.24
51 H -3.578 0.270 0.581  0.24
52 H 1.030 -1.216 0.851  0.24
53 H 3.234 -1.164 1.970  0.24


One molecule with the formula C2H4N2OS2, computed with ωB97M-V with the def2-TZVPD basis set.

Summary:
E_tot ... -28836.5622 eV
Strongest force on any atom ... 0.0570 hartree/bohr
SMILES ... NC(=O)C(=S)NS
Spin multiplicity ... 1
Orbital gap ... 8.28 eV
Relative energy (zero: lowest compared OMol25 entry of this formula, charge and spin) ... 0.521 eV
HOMO ... -8.995 eV

Last column: natural (NBO) charge in e.
Element x y z (Å)
1 C 0.344 0.829 0.060  0.57
2 C 0.350 -0.658 0.149  0.03
3 H 2.097 0.583 -1.027  0.43
4 H 1.728 2.259 -0.468  0.41
5 H -0.987 -2.213 0.583  0.42
6 H -2.891 -0.045 0.675  0.13
7 N 1.442 1.268 -0.551  -0.79
8 N -0.886 -1.189 0.363  -0.71
9 O -0.489 1.515 0.621  -0.58
10 S 1.655 -1.687 0.002  -0.10
11 S -2.364 -0.662 -0.408  0.19


no.,LUMO (eV)
1,0.4
2,0.8
3,-5.6
4,-0.7